Record 1
DFT (ωB97M-V with the def2-TZVPD basis set) results for C5H4 in the gas phase in a non-equilibrium geometry.

Its multiplicity is 1. The HOMO energy (alpha / beta) is -7.66 / -7.46 eV. The calculation puts the orbital gap (alpha / beta) at 6.777 / 6.836 eV. For the energy relative to the best compared isomer or geometry (same formula, charge and spin), the calculation gives 2.977 eV.

Atoms and positions in Å:
1 C 2.65 0.30 -0.01
2 C -1.03 -0.78 0.08
3 H -1.57 -1.79 0.22
4 C 1.48 -0.17 -0.18
5 H 3.43 0.82 -0.34
6 H -1.07 1.35 -0.04
7 C -1.56 0.41 -0.03
8 H -2.64 0.51 0.17
9 C 0.31 -0.65 0.13

Atomic partial charges in e from the Mulliken method, atoms 1 to 2:
1 C -0.58
2 C -0.12


Record 2
DFT (ωB97M-V with the def2-TZVPD basis set) results for a molecular structure, C5H4.

Its multiplicity is 1. The HOMO energy is -9.69 eV. The calculation puts the orbital gap at 10.394 eV. For the energy relative to the best compared isomer or geometry (same formula, charge and spin), the calculation gives 1.944 eV.

Atoms and positions in Å:
1 H -2.43 0.69 0.09
2 C 0.74 0.26 0.01
3 H -2.17 -0.74 -0.94
4 C -1.87 -0.25 0.00
5 H 2.89 -0.43 0.00
6 C 3.33 0.85 -0.01
7 H -2.15 -0.90 0.83
8 C -0.44 0.02 0.01
9 C 2.11 0.50 0.00

Atomic partial charges in e from the Mulliken method, atoms 1 to 2:
1 H 0.28
2 C 0.19


Record 3
DFT (ωB97M-V with the def2-TZVPD basis set) results for 14 unconnected molecules or ions with the total composition C5H40N2O13 in a non-equilibrium geometry.

Its multiplicity is 1. The HOMO energy is -8.87 eV. The calculation puts the orbital gap at 8.838 eV. For the energy relative to the best compared isomer or geometry (same formula, charge and spin), the calculation gives 4.543 eV.

Atoms and positions in Å:
1 O 2.95 3.62 2.15
2 C -0.60 2.10 -2.39
3 H -3.68 -0.63 -2.52
4 H 1.68 -3.12 2.40
5 H 1.87 -2.07 -3.09
6 H 0.26 -2.63 1.96
7 H -2.91 3.81 -1.75
8 H 1.87 -4.06 -0.53
9 H 3.13 3.39 1.23
10 H 2.46 2.02 4.17
11 H -4.28 0.50 0.38
12 O 1.31 -3.56 0.05
13 H -0.71 1.68 -3.47
14 N 0.02 0.99 -1.58
15 H -0.54 1.62 1.65
16 O 3.84 -3.20 -0.74
17 H -0.88 0.13 3.10
18 C 0.27 1.45 -0.24
19 H -1.10 -1.11 3.95
20 O -4.26 -0.40 -3.25
21 H -0.61 0.20 -1.63
22 H 3.09 -2.79 -0.25
23 C 4.16 1.32 0.08
24 H -1.17 -3.83 -1.52
25 H -3.74 4.12 -0.54
26 H 0.18 2.85 -2.34
27 H -4.50 1.88 -0.31
28 H 2.69 4.54 2.00
29 H 0.45 2.54 -0.20
30 H 4.54 0.30 0.07
31 O -0.53 -4.54 -1.59
32 H 4.25 1.64 1.12
33 O -1.47 -0.63 3.20
34 O 1.30 -2.51 -2.45
35 H 1.68 -0.26 -0.04
36 H 1.63 2.72 3.19
37 H 4.91 1.89 -0.46
38 H 0.60 -1.89 -2.19
39 O -1.89 -2.11 -0.60
40 H -4.50 0.51 -3.05
41 H -0.80 -0.04 0.76
42 H -2.28 -2.06 0.34
43 H -3.53 -1.91 2.37
44 O -3.34 -1.37 1.60
45 H 3.23 -3.54 -1.42
46 O -4.80 0.95 -0.28
47 H -1.75 1.38 0.57
48 H 1.89 0.68 1.18
49 H 2.94 1.40 -1.55
50 H -1.59 2.31 -1.99
51 H -2.63 -0.75 1.88
52 O 0.82 -2.82 2.71
53 H -2.71 -2.15 -1.10
54 C 1.81 0.88 0.10
55 C -0.75 1.03 0.78
56 H 0.42 -3.34 -0.21
57 H 0.18 -4.26 -2.18
58 O 1.53 2.19 4.00
59 O -3.30 3.37 -0.98
60 N 2.88 1.56 -0.56

Atomic partial charges in e from the Mulliken method, atoms 1 to 2:
1 O -0.65
2 C -0.69


- Number 3 is which compound?
  C5H40N2O13


- What is the energy relative to the best compared isomer or geometry (same formula, charge and spin) in the second record?
  1.944 eV